Computed, not measured: an isolated molecule of C19H34N2O4S, with ωB97M-V/def2-TZVPD.

Calculated values
charge	0
strongest force on any atom	0.58	eV/Å
energy relative to the best compared isomer or geometry (same formula, charge and spin)	0.0	kcal/mol
E_HOMO	-8.884	eV
DFT total energy	-1553.12844	Eh
SMILES string	COC(=O)[C@@H](CCSC)NC(=O)[C@@H](NC(=O)[C@H]1CC[C@@H](C)CC1)C(C)C

Last column: Löwdin charge in e.
Cartesian coordinates (Å):
C (-5.198, 2.536, -1.721)  -0.0311
O (-4.198, 1.957, -0.894)  -0.0685
C (-4.606, 1.485, 0.286)  -0.5309
O (-5.722, 1.616, 0.722)  0.0806
C (-3.470, 0.858, 1.085)  -0.2158
C (-3.964, -0.424, 1.778)  -0.1718
C (-4.098, -1.588, 0.809)  -0.4428
S (-5.020, -1.170, -0.707)  0.8540
C (-6.719, -1.154, -0.080)  -0.3640
N (-2.305, 0.644, 0.260)  0.1291
C (-1.072, 0.553, 0.788)  -0.4288
O (-0.861, 0.595, 1.986)  0.0789
C (0.059, 0.409, -0.227)  -0.1948
N (1.280, 0.727, 0.477)  0.1105
C (2.403, 1.138, -0.147)  -0.4551
O (2.456, 1.259, -1.355)  0.0735
C (3.555, 1.435, 0.811)  -0.2308
C (4.774, 1.984, 0.066)  -0.1490
C (5.428, 0.921, -0.813)  -0.1708
C (5.806, -0.323, -0.010)  -0.3890
C (6.434, -1.381, -0.913)  -0.0745
C (4.560, -0.870, 0.686)  -0.1654
C (3.952, 0.185, 1.605)  -0.1515
C (0.158, -1.006, -0.851)  -0.3515
C (0.186, -2.080, 0.233)  -0.0458
C (-0.940, -1.279, -1.875)  -0.0570
H (-4.675, 3.119, -2.474)  0.0961
H (-5.785, 1.745, -2.192)  0.0961
H (-5.860, 3.171, -1.129)  0.0969
H (-3.200, 1.572, 1.877)  0.1708
H (-4.925, -0.196, 2.241)  0.1166
H (-3.254, -0.697, 2.561)  0.1185
H (-3.119, -1.913, 0.459)  0.0461
H (-4.599, -2.433, 1.280)  0.0801
H (-6.876, -0.259, 0.518)  0.0220
H (-7.371, -1.141, -0.947)  0.0337
H (-6.892, -2.055, 0.502)  0.0377
H (-2.442, 0.646, -0.738)  0.1311
H (-0.072, 1.135, -1.041)  0.1595
H (1.194, 0.714, 1.485)  0.1310
H (3.191, 2.198, 1.511)  0.1492
H (4.465, 2.824, -0.558)  0.1167
H (5.497, 2.350, 0.799)  0.1181
H (4.729, 0.643, -1.603)  0.1109
H (6.319, 1.341, -1.284)  0.1168
H (6.536, -0.040, 0.758)  0.1419
H (7.328, -0.991, -1.394)  0.0747
H (5.732, -1.680, -1.688)  0.0805
H (6.709, -2.263, -0.339)  0.0737
H (3.826, -1.161, -0.069)  0.1191
H (4.818, -1.759, 1.267)  0.1173
H (3.088, -0.230, 2.130)  0.1040
H (4.689, 0.471, 2.360)  0.1209
H (1.116, -1.017, -1.380)  0.1345
H (0.317, -3.062, -0.215)  0.0831
H (1.007, -1.905, 0.923)  0.0752
H (-0.742, -2.082, 0.803)  0.0712
H (-0.725, -2.209, -2.397)  0.0847
H (-0.982, -0.483, -2.615)  0.0861
H (-1.917, -1.380, -1.410)  0.0478

=====

Computed, not measured: a structure of composition C32H57N2O2OsP2 at a distorted geometry, with ωB97M-V/def2-TZVPD.

Calculated values
⟨S²⟩	6.05
charge	+3
strongest force on any atom	7.60	eV/Å
E_HOMO (spin up / spin down)	-16.151 / -17.260	eV
DFT total energy	-2285.85486	Eh
spin multiplicity	5

Last column: Löwdin charge in e.
Cartesian coordinates (Å):
C (2.132, -1.165, -2.251)  -0.2991
C (3.202, 0.235, -0.633)  -0.3094
C (3.344, -1.417, -2.881)  0.0293
C (4.454, -0.139, -1.175)  0.0424
C (4.516, -0.952, -2.285)  0.0185
H (3.322, -2.019, -3.784)  0.1410
H (5.329, 0.280, -0.689)  0.1396
H (5.474, -1.239, -2.713)  0.1418
N (2.075, -0.374, -1.169)  -0.0545
P (-0.393, -1.987, -1.333)  1.0202
P (1.329, 1.782, 0.752)  0.9839
C (0.820, -1.753, -2.745)  -0.2190
H (0.367, -1.070, -3.485)  0.0917
H (1.002, -2.715, -3.245)  0.0938
C (2.992, 1.205, 0.363)  -0.1302
H (3.865, 1.663, 0.827)  0.0995
C (1.289, 3.453, -0.188)  -0.6397
C (1.402, 2.233, 2.629)  -0.6348
C (-2.160, -2.080, -2.028)  -0.6407
C (0.113, -3.751, -0.786)  -0.6315
C (-0.157, 3.959, -0.237)  -0.0822
H (-0.568, 4.160, 0.758)  0.0694
H (-0.190, 4.895, -0.818)  0.1115
H (-0.801, 3.221, -0.727)  0.0391
C (2.206, 4.527, 0.417)  -0.0676
H (1.874, 4.885, 1.398)  0.0736
H (3.247, 4.187, 0.476)  0.0931
H (2.189, 5.397, -0.258)  0.1111
C (1.786, 3.203, -1.616)  -0.0916
H (1.784, 4.158, -2.167)  0.1076
H (2.805, 2.800, -1.632)  0.0880
H (1.126, 2.504, -2.140)  0.0373
C (0.274, 3.226, 2.958)  -0.0811
H (-0.695, 2.833, 2.618)  0.0762
H (0.213, 3.351, 4.051)  0.1085
H (0.430, 4.221, 2.527)  0.0710
C (1.165, 0.999, 3.506)  -0.1111
H (0.199, 0.523, 3.291)  0.0390
H (1.970, 0.262, 3.411)  0.0865
H (1.143, 1.307, 4.566)  0.1116
C (2.781, 2.784, 3.042)  -0.0670
H (3.051, 3.725, 2.555)  0.0675
H (2.765, 2.979, 4.127)  0.1131
H (3.575, 2.054, 2.850)  0.0815
C (-0.733, -4.070, 0.451)  -0.0740
H (-0.366, -4.996, 0.917)  0.1178
H (-0.681, -3.265, 1.192)  0.0252
H (-1.794, -4.200, 0.214)  0.0746
C (1.609, -3.810, -0.426)  -0.0703
H (2.244, -3.716, -1.316)  0.0903
H (1.904, -3.060, 0.311)  0.0524
H (1.808, -4.801, 0.018)  0.1138
C (-0.068, -4.835, -1.871)  -0.0590
H (0.555, -5.700, -1.593)  0.1093
H (-1.092, -5.209, -1.948)  0.0727
H (0.271, -4.511, -2.862)  0.0851
C (-2.166, -1.422, -3.408)  -0.0981
H (-1.560, -1.969, -4.143)  0.1029
H (-3.199, -1.382, -3.788)  0.1150
H (-1.800, -0.395, -3.343)  0.0172
C (-3.046, -1.277, -1.063)  -0.1030
H (-2.706, -0.237, -0.994)  0.0436
H (-4.085, -1.289, -1.429)  0.1109
H (-3.015, -1.692, -0.047)  0.0531
C (-2.798, -3.465, -2.214)  -0.0721
H (-2.293, -4.053, -2.990)  0.0880
H (-2.869, -4.038, -1.285)  0.0721
H (-3.830, -3.305, -2.567)  0.1108
Os (0.244, -0.078, -0.164)  1.0858
C (0.822, -1.097, 1.252)  -0.4274
O (1.201, -1.762, 2.166)  0.0897
N (-0.742, 0.990, -1.567)  -0.0254
C (-1.035, 1.588, -2.530)  -0.0638
C (-1.592, 2.473, -3.577)  -0.5595
C (-0.494, 3.425, -4.059)  -0.0243
C (-2.077, 1.651, -4.777)  -0.0304
C (-2.764, 3.259, -2.977)  -0.0047
H (-0.184, 4.103, -3.254)  0.0746
H (0.378, 2.855, -4.408)  0.1056
H (-0.853, 4.039, -4.895)  0.1176
H (-2.942, 1.031, -4.510)  0.0891
H (-2.390, 2.316, -5.594)  0.1166
H (-1.270, 1.014, -5.163)  0.1021
H (-3.215, 3.911, -3.737)  0.1193
H (-3.542, 2.572, -2.612)  0.1035
H (-2.427, 3.891, -2.143)  0.0859
C (-1.231, -2.237, 4.007)  0.0675
C (-1.941, -1.274, 3.095)  -0.3000
C (-2.527, -0.075, 3.789)  0.0712
O (-2.025, -1.453, 1.874)  0.2491
H (-1.924, -2.509, 4.812)  0.1428
H (-0.364, -1.770, 4.483)  0.1289
H (-0.938, -3.143, 3.466)  0.1055
H (-2.297, 0.860, 3.265)  0.1074
H (-3.620, -0.178, 3.799)  0.1413
H (-2.163, -0.024, 4.822)  0.1261

=====

Computed, not measured: a cluster of 2 separate species, H4O2 in total at a distorted geometry, with ωB97M-V/def2-TZVPD.

Calculated values
charge	0
strongest force on any atom	2.17	eV/Å
energy relative to the best compared isomer or geometry (same formula, charge and spin)	6.2	kcal/mol
E_HOMO	-10.615	eV
DFT total energy	-152.86501	Eh
SMILES string	O.O

Last column: Löwdin charge in e.
Cartesian coordinates (Å):
O (1.097, 0.162, -0.083)  -0.0308
H (0.973, 0.207, -1.031)  0.0679
H (1.420, 1.004, 0.215)  0.0604
O (-1.339, -0.150, 0.102)  -0.1428
H (-0.394, -0.204, 0.438)  -0.0066
H (-1.756, -1.020, 0.360)  0.0520

=====

Computed, not measured: a structure of composition C38H69AsN2NiPS5Si7 at a distorted geometry, with ωB97M-V/def2-TZVPD.

Calculated values
charge	-1
strongest force on any atom	1.15	eV/Å
E_HOMO (spin up / spin down)	-4.101 / -4.101	eV
DFT total energy	-9702.04029	Eh

Last column: Löwdin charge in e.
Cartesian coordinates (Å):
Ni (0.004, 0.241, -0.207)  -0.2588
S (-0.778, 4.530, 6.030)  0.4472
C (-0.285, 3.354, 4.974)  -1.5255
S (-0.218, 3.562, 3.277)  0.8904
C (0.450, 1.989, 2.843)  -1.0509
C (0.621, 1.125, 3.884)  -1.1676
S (1.121, -0.511, 3.793)  0.5741
S (0.205, 1.776, 5.454)  0.8812
S (0.994, 1.714, 1.220)  0.5813
N (-2.181, -1.527, 0.605)  -0.0990
P (-0.950, -1.001, 1.801)  1.0165
C (-2.143, 0.017, 2.774)  -0.3475
C (-2.281, -0.087, 4.157)  -0.1375
C (-3.186, 0.716, 4.838)  -0.0838
C (-4.002, 1.598, 4.141)  -0.0777
C (-3.880, 1.699, 2.764)  -0.0880
C (-2.935, 0.937, 2.088)  -0.1070
C (-1.028, -2.618, 2.715)  -0.3659
C (0.120, -3.397, 2.825)  -0.1330
C (0.101, -4.603, 3.514)  -0.0794
C (-1.084, -5.071, 4.066)  -0.0991
C (-2.247, -4.326, 3.920)  -0.0888
C (-2.216, -3.105, 3.257)  -0.1081
C (-1.799, -1.980, -0.613)  -0.3917
C (-2.525, -2.982, -1.291)  -0.0140
C (-2.108, -3.392, -2.531)  -0.0801
C (-0.983, -2.799, -3.107)  -0.0758
C (-0.322, -1.842, -2.380)  -0.1829
N (-0.696, -1.433, -1.159)  0.0259
H (-3.016, -1.967, 0.967)  0.0929
H (-1.663, -0.783, 4.708)  0.0918
H (-3.240, 0.662, 5.918)  0.1060
H (-4.719, 2.211, 4.673)  0.1021
H (-4.517, 2.379, 2.211)  0.0940
H (-2.801, 1.058, 1.020)  0.0514
H (1.048, -3.038, 2.393)  0.0539
H (1.018, -5.171, 3.625)  0.1016
H (-1.100, -6.003, 4.619)  0.0957
H (-3.183, -4.691, 4.326)  0.0976
H (-3.127, -2.518, 3.198)  0.1025
H (-3.387, -3.427, -0.810)  0.1136
H (-2.655, -4.167, -3.056)  0.1101
H (-0.635, -3.077, -4.092)  0.1073
H (0.579, -1.382, -2.752)  0.0296
C (-4.363, 2.655, -2.907)  -0.2206
Si (-3.440, 1.189, -2.162)  0.3364
C (-3.518, -0.128, -3.501)  -0.2077
C (-4.611, 0.584, -0.814)  -0.2193
Si (-1.238, 1.736, -1.488)  0.4335
Si (-0.365, 2.177, -3.658)  0.3434
C (0.035, 0.604, -4.631)  -0.2224
C (1.252, 3.121, -3.450)  -0.2288
C (-1.310, 3.180, -4.949)  -0.2137
Si (-1.517, 4.014, -0.809)  0.3405
C (-0.023, 4.844, -0.046)  -0.2438
C (-2.936, 4.095, 0.419)  -0.2215
C (-2.009, 5.149, -2.230)  -0.2242
H (-5.353, 2.341, -3.257)  0.0335
H (-3.826, 3.079, -3.759)  -0.0008
H (-4.499, 3.461, -2.178)  0.0186
H (-4.560, -0.354, -3.755)  0.0337
H (-3.043, -1.058, -3.184)  -0.0057
H (-3.010, 0.199, -4.415)  0.0131
H (-5.568, 0.274, -1.245)  0.0318
H (-4.809, 1.371, -0.078)  0.0098
H (-4.192, -0.266, -0.269)  -0.0010
H (0.713, -0.039, -4.070)  -0.0295
H (0.507, 0.839, -5.591)  0.0333
H (-0.873, 0.028, -4.837)  0.0142
H (1.952, 2.559, -2.829)  -0.0209
H (1.071, 4.080, -2.952)  0.0180
H (1.734, 3.329, -4.411)  0.0331
H (-2.285, 2.740, -5.178)  0.0136
H (-0.728, 3.200, -5.877)  0.0312
H (-1.480, 4.208, -4.640)  0.0014
H (0.500, 4.162, 0.622)  -0.0693
H (-0.323, 5.721, 0.538)  0.0367
H (0.693, 5.162, -0.811)  0.0195
H (-2.617, 3.721, 1.395)  -0.0026
H (-3.783, 3.488, 0.079)  0.0020
H (-3.286, 5.125, 0.552)  0.0370
H (-1.155, 5.380, -2.871)  0.0158
H (-2.390, 6.096, -1.830)  0.0347
H (-2.790, 4.707, -2.849)  -0.0080
C (5.624, -0.808, -3.202)  -0.2296
Si (3.772, -0.462, -3.351)  0.2687
C (3.068, -1.993, -4.186)  -0.2166
C (3.707, 0.915, -4.617)  -0.2176
As (2.619, 0.005, -1.325)  0.8497
Si (4.094, 1.645, -0.385)  0.2763
C (3.310, 3.342, -0.536)  -0.2486
C (4.575, 1.282, 1.382)  -0.2225
C (5.729, 1.857, -1.295)  -0.2285
Si (3.253, -2.040, -0.269)  0.2694
C (2.032, -3.395, -0.694)  -0.2094
C (4.944, -2.771, -0.643)  -0.2216
C (3.242, -1.879, 1.579)  -0.2580
H (5.874, -1.771, -3.657)  0.0317
H (5.967, -0.836, -2.172)  -0.0138
H (6.194, -0.028, -3.714)  0.0306
H (3.450, -2.045, -5.210)  0.0351
H (1.976, -1.996, -4.241)  0.0020
H (3.377, -2.903, -3.661)  0.0220
H (4.207, 0.571, -5.528)  0.0379
H (4.238, 1.801, -4.253)  0.0249
H (2.691, 1.221, -4.868)  -0.0086
H (2.245, 3.282, -0.751)  -0.0369
H (3.793, 3.923, -1.326)  0.0358
H (3.410, 3.877, 0.413)  0.0402
H (3.752, 0.827, 1.939)  -0.0058
H (4.831, 2.218, 1.887)  0.0386
H (5.440, 0.612, 1.426)  0.0291
H (5.592, 2.067, -2.360)  0.0121
H (6.385, 0.989, -1.205)  0.0134
H (6.246, 2.711, -0.842)  0.0374
H (1.814, -3.463, -1.764)  0.0104
H (1.081, -3.236, -0.177)  0.0128
H (2.440, -4.357, -0.371)  0.0380
H (5.109, -3.000, -1.699)  0.0086
H (5.041, -3.702, -0.075)  0.0341
H (5.745, -2.102, -0.316)  0.0272
H (2.354, -1.344, 1.936)  -0.0791
H (4.107, -1.322, 1.941)  0.0191
H (3.264, -2.871, 2.043)  0.0410

=====

Computed, not measured: a structure of composition C30H34Cl2N5O4SW, with ωB97M-V/def2-TZVPD.

Calculated values
charge	+1
strongest force on any atom	0.28	eV/Å
E_HOMO (spin up / spin down)	-10.582 / -10.581	eV
DFT total energy	-3123.90560	Eh

Last column: Löwdin charge in e.
Cartesian coordinates (Å):
W (0.231, 0.746, -0.656)  1.4439
C (3.221, 2.991, 0.451)  -0.0128
C (3.133, 2.446, -0.940)  -0.1879
C (3.528, 3.219, -2.018)  -0.0169
C (3.621, 2.673, -3.291)  -0.0332
C (3.403, 1.321, -3.496)  -0.0336
C (3.005, 0.498, -2.448)  -0.2064
C (3.048, -0.995, -2.615)  -0.0499
C (2.757, 1.103, -1.192)  -0.2299
N (2.101, 0.359, -0.171)  -0.0914
C (2.573, -0.059, 1.060)  -0.4390
O (3.720, -0.272, 1.357)  0.1362
C (1.394, -0.172, 1.974)  -0.1758
C (1.463, -0.393, 3.332)  0.0302
C (0.300, -0.277, 4.083)  0.0023
C (-0.879, 0.091, 3.452)  0.0411
C (-0.866, 0.289, 2.086)  -0.1826
N (0.241, 0.121, 1.361)  0.0162
C (-2.024, 0.804, 1.292)  -0.4533
O (-3.044, 1.199, 1.804)  0.1178
N (-1.723, 0.753, -0.054)  -0.0727
C (-2.743, 0.799, -1.053)  -0.1914
C (-2.436, 1.431, -2.271)  -0.2161
C (-1.083, 2.045, -2.523)  -0.0681
C (-3.378, 1.473, -3.286)  -0.0345
C (-4.622, 0.891, -3.116)  -0.0560
C (-4.893, 0.216, -1.942)  -0.0315
C (-3.967, 0.130, -0.903)  -0.1815
C (-4.348, -0.711, 0.284)  -0.0330
H (3.038, 4.064, 0.460)  0.0721
H (4.233, 2.813, 0.825)  0.1122
H (2.534, 2.520, 1.148)  0.0599
H (3.786, 4.257, -1.852)  0.1251
H (3.925, 3.298, -4.120)  0.1173
H (3.588, 0.883, -4.468)  0.1198
H (3.653, -1.244, -3.485)  0.0900
H (2.068, -1.445, -2.749)  0.0045
H (3.522, -1.445, -1.739)  0.0875
H (2.425, -0.614, 3.776)  0.1380
H (0.324, -0.425, 5.154)  0.1240
H (-1.798, 0.271, 3.992)  0.1379
H (-0.823, 2.865, -1.858)  0.0767
H (-1.019, 2.431, -3.540)  0.1110
H (-0.263, 1.255, -2.597)  0.0388
H (-3.130, 1.966, -4.218)  0.1177
H (-5.362, 0.939, -3.903)  0.1125
H (-5.847, -0.282, -1.820)  0.1198
H (-5.018, -1.509, -0.035)  0.0903
H (-4.850, -0.116, 1.046)  0.0954
H (-3.489, -1.163, 0.783)  0.0457
Cl (0.691, 5.682, -0.119)  0.6247
C (-0.372, 4.747, 0.964)  -0.9968
Cl (-0.555, 5.536, 2.518)  0.6537
C (0.162, 3.312, 1.100)  -0.7018
O (0.390, 2.804, 2.170)  0.0704
O (0.293, 2.742, -0.072)  -0.2540
H (-1.348, 4.715, 0.485)  0.0714
C (-2.245, -4.647, 1.584)  -0.0581
C (-1.573, -3.286, 1.640)  -0.2163
N (-1.326, -2.720, 0.310)  0.0502
C (-0.188, -2.484, -0.317)  -0.6755
S (-0.224, -1.380, -1.687)  0.7197
N (0.992, -2.991, 0.012)  0.0497
C (1.342, -4.141, 0.858)  -0.1915
C (2.058, -3.736, 2.135)  -0.0597
H (-2.441, -5.008, 2.593)  0.0885
H (-1.628, -5.383, 1.068)  0.0737
H (-3.198, -4.583, 1.059)  0.0838
H (-0.633, -3.311, 2.186)  0.0953
H (-2.213, -2.575, 2.166)  0.1152
H (-2.123, -2.298, -0.147)  0.1074
H (1.745, -2.626, -0.555)  0.1112
H (1.986, -4.779, 0.252)  0.1307
H (0.442, -4.716, 1.058)  0.0959
H (2.925, -3.112, 1.911)  0.0804
H (2.408, -4.623, 2.660)  0.0894
H (1.404, -3.177, 2.804)  0.0560

=====

Computed, not measured: a cluster of 2 separate species, C3H8Si in total at a distorted geometry, with ωB97M-V/def2-TZVPD.

Calculated values
charge	0
strongest force on any atom	5.06	eV/Å
energy relative to the best compared isomer or geometry (same formula, charge and spin)	93.4	kcal/mol
E_HOMO	-9.094	eV
DFT total energy	-408.39281	Eh

Last column: Löwdin charge in e.
Cartesian coordinates (Å):
C (-1.865, 0.559, 0.178)  -0.0959
C (-0.962, -0.333, -0.261)  -0.3308
C (0.223, -0.817, 0.400)  -0.4275
Si (1.725, 0.305, -0.175)  0.6671
H (-2.660, 1.103, -0.430)  0.0712
H (-1.656, 0.939, 1.120)  0.0218
H (-1.542, -0.721, -2.021)  0.1945
H (0.605, -1.773, 0.151)  0.0306
H (0.146, -0.855, 1.538)  0.1128
H (1.479, 1.061, -1.503)  -0.0418
H (2.803, -0.611, 0.078)  -0.0891
H (1.704, 1.142, 0.925)  -0.1129